No. 1
{
  "formula": "C4H7NO",
  "method": "ωB97M-V with the def2-TZVPD basis set",
  "total_charge": 0,
  "homo_ev": -9.454,
  "multiplicity": 1,
  "lumo_energy_ev": 1.1,
  "gap_ha": 0.389,
  "species": ["C", "C", "H", "H", "N", "H", "C", "H", "H", "H", "C", "H", "O"],
  "positions_angstrom": [[0.57200, 0.20254, -0.00672], [-0.34722, -0.96580, -0.25395], [-2.27341, 0.10055, -0.68024], [-2.02332, -0.27927, 1.04133], [1.81486, 0.41154, 0.03270], [-0.18886, -1.82249, 0.40822], [-1.52584, -0.01747, 0.10572], [-0.33613, -1.31874, -1.29033], [-0.64049, 1.94660, -0.52362], [-0.52185, 1.67045, 1.22893], [-0.54525, 1.17944, 0.25132], [3.44186, -0.36215, -0.14648], [2.56127, -0.72610, -0.25195]]
}

=====

No. 2
{
  "formula": "C30H27HgN4O2S2",
  "method": "ωB97M-V with the def2-TZVPD basis set",
  "total_charge": 0,
  "homo_ev": [-5.720, -7.577],
  "multiplicity": 2,
  "lumo_energy_ev": [0.5, 0.2],
  "gap_ha": [0.229, 0.285],
  "species": ["S", "C", "H", "C", "H", "H", "C", "S", "C", "H", "H", "C", "C", "H", "C", "C", "H", "H", "C", "N", "C", "C", "H", "C", "C", "O", "H", "H", "H", "N", "C", "H", "H", "C", "H", "Hg", "H", "C", "C", "H", "C", "C", "H", "C", "H", "H", "H", "C", "C", "H", "N", "C", "N", "H", "C", "O", "C", "C", "H", "C", "H", "C", "C", "C", "H", "H"],
  "positions_angstrom": [[1.97967, 2.52688, -1.70580], [1.81252, 0.29330, 3.23539], [-1.51323, -3.62041, 3.58298], [3.06351, 2.28853, 3.67137], [-5.60429, -3.53631, -1.94961], [-0.13583, 2.84708, 2.77157], [-3.97587, -0.41212, 1.07642], [-5.54336, -0.09843, 1.81773], [5.18964, -0.61583, -0.94056], [0.68871, -0.08004, -2.00499], [1.90765, 4.09425, 3.44626], [1.05278, 2.40154, -4.29580], [-3.50029, -3.12298, -2.10562], [3.98216, 2.78825, 3.95093], [-3.50701, 1.18456, 2.68379], [3.00679, 0.90824, 3.60430], [-2.20865, -2.06135, 3.07198], [5.95923, -1.34926, -0.73612], [3.24434, 1.26376, -1.44340], [-2.27719, 1.86683, -2.58955], [-2.58595, 1.59385, -1.49725], [1.76275, -1.21826, 3.17053], [-5.47544, 1.55811, 3.59485], [3.07836, 0.38770, -0.38649], [0.59801, 0.44868, -2.94735], [0.30096, -2.60584, 1.29535], [-1.75214, 2.01930, -3.42838], [-0.56021, -1.08370, -3.89206], [-2.89854, 1.86541, 3.26385], [0.46389, -1.79715, 3.39775], [1.92003, 3.01491, 3.38195], [6.24658, 0.24516, -2.59712], [3.87827, 0.30703, 3.83273], [-4.95218, -2.08609, -0.51547], [0.24336, 2.37741, -6.28490], [-1.06541, 0.59157, 0.46125], [-5.92600, -1.95627, -0.06182], [-0.22947, 0.58420, -5.20352], [-3.85802, -1.35781, -0.02959], [3.92669, -1.27690, 0.66506], [-4.76889, -2.96611, -1.56288], [-4.84885, 1.05203, 2.87510], [-2.05150, -3.38074, 1.90399], [0.77969, 2.32049, 3.02047], [2.19071, 0.46812, 0.23440], [-0.03249, -1.54229, 4.23380], [-3.31460, -3.80775, -2.92173], [4.37079, 1.22405, -2.25134], [0.34936, 1.83681, -5.35332], [2.04699, -1.56130, 2.17251], [0.71521, 0.99250, 2.94350], [5.35029, 0.27901, -1.99151], [-2.64274, -1.51024, -0.56909], [1.49867, 3.38527, -4.38629], [1.17027, 1.70221, -3.10440], [1.04423, 2.38824, -0.56874], [4.05211, -0.57155, -0.14661], [-0.10424, -0.10852, -4.00360], [4.47010, 1.92322, -3.07436], [-1.58900, -2.90418, 2.76353], [-0.77488, 0.14187, -6.02724], [-2.99610, 0.33231, 1.66796], [-0.21046, -2.41663, 2.38524], [-2.47336, -2.36986, -1.56240], [-1.45379, -2.46862, -1.92438], [2.48569, -1.61616, 3.88678]]
}

=====

No. 3
{
  "formula": "C8H10O5PTl",
  "method": "ωB97M-V with the def2-TZVPD basis set",
  "total_charge": 2,
  "homo_ev": [-15.904, -16.896],
  "multiplicity": 1,
  "lumo_energy_ev": [-11.0, -8.6],
  "gap_ha": [0.181, 0.305],
  "species": ["C", "H", "O", "H", "Tl", "H", "C", "C", "C", "H", "P", "H", "C", "O", "C", "H", "O", "O", "C", "H", "H", "H", "H", "C", "O"],
  "positions_angstrom": [[0.70025, 0.26194, -4.41131], [-0.47762, -0.48077, 2.73134], [0.73537, 0.48201, -5.52707], [-1.87978, 1.59185, 1.08520], [0.59794, -0.40667, -1.78141], [1.28165, -0.62941, 2.59892], [-1.27197, -2.70777, -1.94419], [-1.96151, -1.32438, 0.62915], [0.44156, 0.07418, 2.50959], [0.56280, 0.86471, 3.26798], [0.42154, 0.75742, 0.81099], [-0.94516, 2.61304, 0.00605], [-0.88979, 2.02302, 0.92516], [-1.95565, -3.61758, -2.04494], [1.91051, 1.82389, 0.82141], [1.87420, 2.54963, 1.64802], [-3.00218, 0.74518, -2.97743], [-2.90024, -1.97888, 0.67582], [-2.20014, 0.62443, -2.16993], [-0.71039, 2.72521, 1.74792], [1.97773, 2.37042, -0.13219], [2.79914, 1.19057, 0.94967], [2.54688, -3.59948, -0.10702], [1.61162, -2.95439, -0.05601], [0.73327, -2.99818, 0.74428]]
}

=====

No. 4
{
  "formula": "C13H28Cl4NO6P2",
  "method": "ωB97M-V with the def2-TZVPD basis set",
  "total_charge": -1,
  "homo_ev": -4.275,
  "multiplicity": 1,
  "lumo_energy_ev": 1.7,
  "gap_ha": 0.219,
  "species": ["Cl", "H", "H", "Cl", "O", "C", "H", "H", "O", "H", "Cl", "H", "N", "H", "H", "C", "O", "P", "O", "H", "H", "C", "C", "H", "H", "C", "O", "C", "C", "C", "C", "C", "H", "H", "H", "O", "H", "H", "C", "H", "C", "H", "H", "H", "H", "H", "H", "Cl", "P", "H", "C", "H", "H", "H"],
  "positions_angstrom": [[5.03412, 0.14954, -5.01245], [-1.68619, 2.63443, 2.12145], [-1.14666, 0.60238, 1.01331], [6.47405, -2.19443, -4.14323], [0.63831, 0.22596, 5.46852], [1.90727, 0.75617, 0.76472], [0.18670, 0.73131, -1.56714], [-1.66008, -1.68388, 6.75829], [-0.08445, -0.14171, 2.60501], [3.08537, 0.08142, -0.88467], [3.72966, -1.80577, -3.34531], [-1.94662, 2.32853, -2.70679], [-1.77088, 0.71548, 6.35681], [1.76809, -0.22886, 1.18926], [-2.04549, 3.01362, -4.34704], [0.61614, -1.32943, -1.06606], [-0.86351, -1.68996, 6.22845], [-1.59729, -0.67945, 3.35725], [-1.19628, -0.07144, -3.58889], [-2.11661, -1.06605, 2.04732], [-1.13390, -2.29989, -0.35452], [-0.43059, 0.91865, 1.78440], [-2.04126, -1.22676, -3.41842], [-3.01608, -0.89952, -3.06629], [-2.19391, -2.90062, -2.21092], [1.04802, 0.07227, -1.53610], [-2.38059, 0.74824, -5.36831], [-1.26113, 1.80592, 2.68510], [2.19205, 0.68572, -0.72682], [0.71302, 1.65833, 1.10819], [-1.54895, 2.29244, -3.71547], [-0.89436, -1.59200, -1.14272], [-0.67756, 2.12190, 3.54966], [1.37672, -0.01200, -2.57055], [-1.43800, -0.68650, -0.89044], [-2.24255, 0.91905, 3.21463], [0.93640, -1.50465, -0.04756], [-2.52185, 1.08619, 5.78736], [-1.75895, 0.93002, -4.31229], [-0.63321, -2.76974, -2.97028], [-1.40096, -2.19711, -2.45802], [2.79330, 1.16547, 1.24718], [-1.00812, -2.00086, 3.48608], [0.30721, 2.06471, 0.18265], [1.11315, -2.06001, -1.70341], [0.69112, 0.84509, 6.20263], [2.39480, 1.67586, -1.13231], [5.80460, -0.12747, -2.24852], [-0.91051, -0.25719, 5.46002], [1.04083, 2.51902, 1.68702], [5.25735, -0.99437, -3.68328], [-2.83334, -1.14205, 3.94576], [-0.48791, 2.50919, -3.64415], [-2.18052, -1.69519, -4.38910]]
}

=====

No. 5
{
  "formula": "C3H6N2O2",
  "method": "ωB97M-V with the def2-TZVPD basis set",
  "total_charge": 0,
  "homo_ev": [-10.249, -10.248],
  "multiplicity": 1,
  "lumo_energy_ev": [-1.2, -1.2],
  "gap_ha": [0.334, 0.334],
  "species": ["C", "H", "H", "O", "H", "O", "H", "N", "N", "H", "H", "C", "C"],
  "positions_angstrom": [[-1.04081, -1.31736, -0.18022], [1.00928, 1.19239, 1.30886], [2.71173, -0.09667, 0.38289], [-0.19108, -2.17222, -0.16423], [-2.15810, -1.37852, -0.50068], [-1.60579, 2.17807, 0.11892], [-2.69598, 0.47744, -0.19889], [-0.82753, 0.01604, 0.03932], [0.99844, 0.32823, 0.87780], [1.71737, -1.00495, -0.53378], [1.97894, 0.78121, -1.05381], [1.86984, 0.00955, -0.18071], [-1.76632, 0.98680, 0.08455]]
}

=====

Please write out number 5 again, unchanged.
{
  "formula": "C3H6N2O2",
  "method": "ωB97M-V with the def2-TZVPD basis set",
  "total_charge": 0,
  "homo_ev": [-10.249, -10.248],
  "multiplicity": 1,
  "lumo_energy_ev": [-1.2, -1.2],
  "gap_ha": [0.334, 0.334],
  "species": ["C", "H", "H", "O", "H", "O", "H", "N", "N", "H", "H", "C", "C"],
  "positions_angstrom": [[-1.04081, -1.31736, -0.18022], [1.00928, 1.19239, 1.30886], [2.71173, -0.09667, 0.38289], [-0.19108, -2.17222, -0.16423], [-2.15810, -1.37852, -0.50068], [-1.60579, 2.17807, 0.11892], [-2.69598, 0.47744, -0.19889], [-0.82753, 0.01604, 0.03932], [0.99844, 0.32823, 0.87780], [1.71737, -1.00495, -0.53378], [1.97894, 0.78121, -1.05381], [1.86984, 0.00955, -0.18071], [-1.76632, 0.98680, 0.08455]]
}